Entry 1:
Density functional theory data (the ωB97M-V functional and the def2-TZVPD basis) for a structure of composition C18H19AsBBiF6N9O.

```
56
C18H19AsBBiF6N9O, DFT the ωB97M-V functional and the def2-TZVPD basis
Bi 0.68 -0.06 -0.72
C 0.45 3.95 1.24
C 1.06 3.00 0.43
N 0.29 1.91 0.35
N -0.83 2.13 1.09
C -0.73 3.36 1.64
B -1.94 1.04 1.15
N -1.34 -0.26 1.80
C -1.68 -1.05 2.85
C -0.81 -2.12 2.93
C 0.06 -1.95 1.88
N -0.24 -0.83 1.20
N -2.35 0.69 -0.31
C -3.53 0.87 -0.93
C -3.42 0.49 -2.25
C -2.11 0.07 -2.40
N -1.48 0.17 -1.22
N -3.18 1.64 1.89
C -3.74 2.81 1.64
C -4.80 3.00 2.59
C -4.80 1.83 3.38
N -3.91 1.00 2.91
H 0.81 4.93 1.50
H 2.00 3.06 -0.09
H -1.48 3.76 2.31
H -2.52 -0.81 3.47
H -0.81 -2.92 3.66
H 0.90 -2.56 1.58
H -4.40 1.25 -0.42
H -4.19 0.52 -3.01
H -1.62 -0.30 -3.28
H -3.41 3.46 0.85
H -5.53 3.81 2.63
H -5.47 1.54 4.18
O 0.79 -2.71 -1.10
C 2.04 -3.21 -1.60
C 3.23 -2.77 -0.77
C 4.41 -3.53 -0.76
C 5.47 -3.09 0.01
C 5.39 -1.92 0.76
C 4.22 -1.19 0.70
N 3.24 -1.68 -0.04
H 0.14 -2.89 -1.80
H 2.22 -2.87 -2.63
H 2.02 -4.30 -1.61
H 4.44 -4.42 -1.37
H 6.39 -3.67 0.02
H 6.19 -1.56 1.40
H 4.08 -0.26 1.24
F 0.70 1.43 -2.69
As 1.47 0.42 -4.02
F 0.06 0.65 -4.91
F 2.33 1.75 -4.57
F 2.13 -0.82 -4.94
F 2.63 0.08 -2.73
F 0.49 -0.89 -3.11
```

Output
Frontier orbital gap (alpha / beta), eV: 4.959 / 5.578
E, a.u.: -4338.8904
Charge: +3
E_LUMO (alpha / beta), eV: -13.2 / -12.6
Energy relative to the best compared isomer or geometry (same formula, charge and spin), kcal/mol: 23.43

Atom-resolved charges from Mulliken, all expressed in e: 1.8736 -1.2043 -0.2678 -0.6111 0.5533 0.0305 0.3636 0.4940 0.0986 -1.2857 -0.1199 -0.4363 0.5884 0.1556 -1.3828 -0.2179 -0.4642 0.2868 0.0676 -0.8516 -0.2277 -0.7552 0.4666 0.4845 0.5914 0.5543 0.4589 0.4608 0.5144 0.4648 0.5550 0.6792 0.4835 0.4941 -0.4829 -0.6894 0.7895 -0.9404 -0.2428 -0.7832 -0.2587 0.3451 0.2899 0.3431 0.5674 0.5311 0.4725 0.4723 0.5258 -0.5433 1.8982 -0.4241 -0.3688 -0.4082 -0.4646 -0.5237

=====

Entry 2:
Density functional theory data (the ωB97M-V functional and the def2-TZVPD basis) for a cluster of 2 separate species, C2H6N2O in total.

```
11
C2H6N2O, DFT the ωB97M-V functional and the def2-TZVPD basis
C 1.06 -0.24 1.18
C -0.84 0.36 -0.30
N -0.95 -0.93 -0.76
N 0.39 0.62 0.42
O -1.74 1.17 -0.25
H -1.79 -1.08 -1.31
H -0.12 -1.35 -1.15
H 0.45 1.60 0.63
H 0.71 1.01 -1.21
H 0.90 -1.29 1.04
H 1.93 0.12 1.71
```

Output
Frontier orbital gap (alpha / beta), eV: 7.535 / 8.198
E, a.u.: -264.4213
Charge: 0
E_LUMO (alpha / beta), eV: 0.2 / 0.4
Energy relative to the best compared isomer or geometry (same formula, charge and spin), kcal/mol: 104.16

Atom-resolved charges from Mulliken, all expressed in e: -0.5016 0.1355 -0.3894 -0.1821 -0.5242 0.2319 0.2640 0.2904 0.1108 0.2857 0.2789

=====

Entry 3:
Density functional theory data (the ωB97M-V functional and the def2-TZVPD basis) for a structure of composition C28H77N7O7.

```
119
C28H77N7O7, DFT the ωB97M-V functional and the def2-TZVPD basis
C 22.22 -7.43 -15.89
C 22.28 -8.83 -15.12
C 22.85 -9.91 -16.00
O 22.85 -11.16 -15.42
C 23.99 -11.57 -14.64
N 23.09 -8.60 -13.92
H 23.22 -7.04 -16.10
H 21.62 -6.66 -15.40
H 21.78 -7.54 -16.88
H 21.23 -9.03 -14.87
H 23.82 -9.63 -16.40
H 22.15 -9.98 -16.83
H 24.20 -11.19 -13.64
H 24.91 -11.61 -15.22
H 23.83 -12.64 -14.50
H 23.05 -9.50 -13.45
H 24.04 -8.39 -14.19
C 21.77 -5.47 -15.69
C 20.55 -6.37 -15.66
C 19.28 -5.66 -15.24
O 18.97 -4.58 -16.08
C 17.69 -4.04 -15.99
N 20.51 -7.06 -16.92
H 21.62 -4.52 -16.20
H 22.63 -6.06 -16.00
H 22.05 -5.17 -14.68
H 20.76 -7.09 -14.87
H 19.52 -5.34 -14.23
H 18.40 -6.32 -15.22
H 16.85 -4.72 -16.17
H 17.73 -3.17 -16.65
H 17.62 -3.62 -14.99
H 19.65 -7.56 -17.01
H 20.56 -6.45 -17.73
C 21.11 -7.81 -18.65
C 20.72 -7.85 -20.18
C 21.94 -8.21 -21.06
O 21.76 -8.21 -22.41
C 21.57 -6.93 -22.96
N 19.70 -8.84 -20.40
H 22.14 -7.67 -18.33
H 20.77 -8.70 -18.12
H 20.70 -6.93 -18.17
H 20.37 -6.84 -20.37
H 22.18 -9.28 -21.05
H 22.75 -7.55 -20.76
H 22.34 -6.21 -22.69
H 20.57 -6.65 -22.62
H 21.64 -6.98 -24.05
H 19.93 -9.71 -19.95
H 19.62 -9.00 -21.39
C 22.20 -3.84 -13.81
C 22.67 -3.23 -12.50
C 23.56 -4.17 -11.62
O 22.75 -4.84 -10.65
C 23.35 -5.87 -9.88
N 23.37 -1.97 -12.70
H 22.86 -4.63 -14.16
H 22.30 -3.13 -14.64
H 21.23 -4.32 -13.65
H 21.77 -3.07 -11.90
H 24.39 -3.69 -11.10
H 24.05 -4.90 -12.26
H 24.00 -5.47 -9.10
H 23.85 -6.59 -10.53
H 22.48 -6.23 -9.34
H 23.40 -1.54 -11.78
H 22.75 -1.34 -13.19
C 18.19 -5.09 -18.99
C 19.70 -4.95 -18.94
C 20.33 -3.50 -19.00
O 21.52 -3.23 -18.28
C 22.04 -1.89 -18.31
N 19.99 -5.46 -17.63
H 17.87 -4.74 -19.97
H 17.61 -4.58 -18.22
H 17.96 -6.15 -19.01
H 20.23 -5.57 -19.66
H 19.74 -2.73 -18.49
H 20.25 -3.10 -20.02
H 22.25 -1.63 -19.35
H 22.90 -1.72 -17.66
H 21.25 -1.30 -17.86
H 20.91 -5.13 -17.40
H 19.47 -5.08 -16.85
C 16.79 -1.23 -12.31
C 15.86 -2.27 -12.60
C 16.53 -3.26 -13.52
O 15.48 -4.19 -14.02
C 15.91 -5.24 -14.80
N 15.34 -2.77 -11.32
H 17.09 -0.78 -13.26
H 17.69 -1.34 -11.71
H 16.31 -0.42 -11.76
H 14.98 -1.88 -13.10
H 17.39 -3.83 -13.18
H 16.88 -2.67 -14.36
H 16.98 -5.40 -14.88
H 15.53 -5.13 -15.82
H 15.50 -6.22 -14.56
H 16.05 -3.19 -10.74
H 15.16 -1.95 -10.76
C 19.01 -5.79 -13.02
C 17.78 -5.71 -12.03
C 16.72 -6.82 -12.30
O 15.38 -6.54 -11.74
C 14.58 -7.74 -12.10
N 18.19 -5.79 -10.67
H 18.89 -5.69 -14.10
H 19.44 -6.78 -12.89
H 19.57 -4.99 -12.54
H 17.19 -4.79 -12.16
H 17.10 -7.76 -11.90
H 16.77 -7.00 -13.37
H 14.89 -8.74 -11.81
H 14.38 -7.79 -13.17
H 13.59 -7.60 -11.68
H 17.38 -5.53 -10.13
H 18.77 -4.99 -10.44
```

Output
Frontier orbital gap, eV: 5.115
E, a.u.: -2021.1265
Charge: 0
E_LUMO, eV: 0.2
Energy relative to the best compared isomer or geometry (same formula, charge and spin), kcal/mol: 1094.98

Results of the Mulliken charge analysis, in e, for atoms 1 through 99: 0.3663 -0.4020 -0.5456 -0.4189 -0.7742 -0.4626 0.9294 -1.0565 -0.5304 0.2820 0.5083 -0.0734 0.2916 0.3066 0.3182 0.2919 0.3178 -1.1665 -0.3465 -0.0049 -1.2312 -2.8052 0.1455 1.4717 -1.2412 -0.3735 0.8781 0.0826 1.0652 0.9637 0.4765 0.8666 0.5549 -0.1616 0.0411 1.9147 -0.8124 -0.4174 -0.6053 -0.7537 0.3501 0.1664 -1.1151 -0.2390 0.2295 0.4609 0.2726 0.2343 0.2698 0.2967 0.3038 -0.0255 0.7611 -0.9219 -0.2789 -0.7622 -0.8810 0.3666 0.5640 -0.7526 0.3187 0.4487 0.3572 0.3076 0.2935 0.2326 0.3229 0.2745 -1.7222 0.4259 -1.1286 -0.1999 -0.9568 -1.1316 0.5894 0.1985 0.3815 -0.1434 0.2684 0.4606 0.3040 0.2880 0.3928 0.3808 1.1628 -1.7128 0.4627 -0.5915 -0.3496 0.8882 -0.6840 0.4286 0.3154 0.4625 0.3506 0.6042 0.6006 -1.1285 0.6373

=====

Entry 4:
Density functional theory data (the ωB97M-V functional and the def2-TZVPD basis) for an isolated molecule of C6H9Cl.

```
16
C6H9Cl, DFT the ωB97M-V functional and the def2-TZVPD basis
C -1.61 1.03 -0.63
C 0.17 -0.12 -2.11
C -0.12 0.15 -0.88
C -2.51 2.20 0.14
C 0.67 0.31 1.50
C 0.33 -0.66 0.39
Cl -1.77 3.70 0.13
H -1.91 1.41 -1.66
H -2.30 0.24 -0.29
H 0.03 0.54 -2.97
H 1.00 -0.65 -2.47
H -0.28 0.41 2.07
H 0.85 1.31 1.10
H 1.48 0.15 2.24
H -0.43 -1.26 0.71
H 1.12 -1.20 -0.15
```

Output
Frontier orbital gap, eV: 8.372
E, a.u.: -693.9764
Charge: 0
E_LUMO, eV: -0.5
Energy relative to the best compared isomer or geometry (same formula, charge and spin), kcal/mol: 123.49

Atom-resolved charges from Mulliken, all expressed in e: -0.7078 -1.0327 0.5657 -0.1823 -0.9512 -0.3991 -0.0433 0.3446 0.2830 0.2788 0.3642 0.2514 0.3029 0.3073 0.3097 0.3088